Entry 1:
ORCA calculation (ωB97M-V with the def2-TZVPD basis set) on a 22-piece molecular cluster, C58H167N7O22 overall at a distorted geometry.

For the energy, the calculation gives -4348.09231 Ha. As for the HOMO-LUMO gap: 8.94 eV. As for the total charge: 0. As for the energy relative to the best compared isomer or geometry (same formula, charge and spin): 0.0 kcal/mol.

Geometry (Å):
C -2.180 -1.933 -0.831
C -0.794 -1.906 -1.324
C 0.272 -1.133 -0.539
O 0.016 0.247 -0.541
C 0.742 1.032 0.333
N -0.474 -3.344 -1.250
H -2.310 -2.299 0.188
H -2.798 -2.325 -1.638
H -2.437 -0.874 -0.849
H -0.858 -1.498 -2.333
H 1.248 -1.451 -0.905
H 0.266 -1.537 0.473
H 0.356 2.051 0.315
H 1.794 0.971 0.053
H 0.526 0.769 1.368
H 0.454 -3.594 -1.563
H -0.415 -3.556 -0.264
C 3.905 1.384 -3.604
C 4.634 2.698 -3.123
C 5.889 3.152 -3.874
O 6.947 2.236 -3.498
C 8.218 2.834 -3.739
N 3.608 3.773 -3.149
H 3.814 1.432 -4.689
H 2.954 1.261 -3.085
H 4.645 0.647 -3.292
H 4.849 2.569 -2.062
H 6.196 4.090 -3.412
H 5.744 3.041 -4.949
H 8.362 3.642 -3.021
H 8.262 3.211 -4.760
H 8.973 2.048 -3.702
H 2.798 3.532 -2.595
H 3.965 4.562 -2.628
C 3.803 3.867 1.274
C 3.819 5.403 1.369
C 3.513 6.123 0.009
O 4.402 5.804 -1.045
C 5.826 5.853 -0.827
N 2.740 5.628 2.304
H 4.624 3.717 0.572
H 2.821 3.537 0.935
H 3.952 3.407 2.251
H 4.776 5.737 1.772
H 3.655 7.163 0.306
H 2.539 6.007 -0.467
H 6.107 6.764 -0.298
H 6.277 5.839 -1.819
H 6.250 5.046 -0.230
H 2.611 4.994 3.079
H 2.946 6.547 2.669
C 7.182 3.061 3.864
C 6.620 1.640 3.803
C 7.458 0.779 4.778
O 6.954 -0.595 4.825
C 7.865 -1.559 5.360
N 5.272 1.556 4.206
H 8.267 3.153 3.815
H 6.876 3.458 4.832
H 6.952 3.735 3.039
H 6.607 1.241 2.789
H 7.477 1.265 5.754
H 8.505 0.720 4.479
H 8.517 -1.898 4.555
H 7.381 -2.485 5.672
H 8.552 -1.329 6.174
H 4.883 0.655 3.965
H 4.679 2.191 3.692
C -2.158 6.266 4.766
C -2.537 4.984 5.517
C -3.962 5.028 6.057
O -4.000 4.105 7.195
C -5.334 3.864 7.634
N -2.361 3.943 4.512
H -1.462 6.192 3.930
H -1.620 6.859 5.505
H -3.021 6.886 4.522
H -1.828 4.893 6.340
H -4.696 4.851 5.270
H -4.225 6.037 6.374
H -5.857 3.433 6.780
H -5.846 4.749 8.011
H -5.258 3.147 8.451
H -1.479 3.956 4.020
H -2.550 3.027 4.893
C -7.783 -2.867 -5.644
C -6.702 -2.102 -6.551
C -6.828 -0.596 -6.462
O -5.856 -0.078 -7.338
C -5.525 1.241 -7.072
N -5.459 -2.721 -6.083
H -8.756 -2.679 -6.098
H -7.770 -2.599 -4.588
H -7.571 -3.930 -5.753
H -6.880 -2.441 -7.572
H -6.659 -0.277 -5.433
H -7.820 -0.170 -6.612
H -4.923 1.672 -7.871
H -5.004 1.245 -6.115
H -6.432 1.845 -7.032
H -5.318 -2.273 -5.189
H -4.649 -2.546 -6.661
C 3.960 -2.469 -1.123
C 3.231 -3.170 -2.334
C 4.236 -3.699 -3.358
O 4.905 -4.845 -2.745
C 5.744 -5.570 -3.606
N 2.292 -4.163 -1.747
H 4.824 -3.035 -0.776
H 3.179 -2.314 -0.379
H 4.385 -1.499 -1.381
H 2.673 -2.311 -2.708
H 4.880 -2.874 -3.661
H 3.581 -3.956 -4.190
H 6.468 -4.897 -4.065
H 5.232 -6.128 -4.390
H 6.268 -6.286 -2.973
H 2.400 -4.861 -2.468
H 2.726 -4.530 -0.912
C 1.048 -8.636 -3.558
C -0.043 -7.488 -3.779
O 0.649 -6.262 -3.522
H 0.722 -9.652 -3.778
H 1.355 -8.547 -2.516
H 1.939 -8.533 -4.178
H -0.842 -7.629 -3.051
H -0.516 -7.416 -4.758
H 0.108 -5.484 -3.680
C -1.728 5.010 0.722
C -0.361 5.024 1.281
O -0.206 4.183 2.433
H -1.863 6.072 0.519
H -2.529 4.821 1.437
H -1.979 4.417 -0.158
H -0.214 6.064 1.571
H 0.416 4.838 0.539
H 0.668 4.396 2.767
C -6.392 0.941 1.522
C -7.009 1.112 2.936
O -6.502 0.052 3.854
H -5.303 0.897 1.538
H -6.800 1.689 0.842
H -6.708 -0.014 1.100
H -8.088 1.147 2.788
H -6.757 2.029 3.469
H -5.610 0.291 4.116
C -0.252 5.606 -3.828
C 1.236 6.084 -3.724
O 2.009 5.508 -4.799
H -0.406 4.530 -3.738
H -0.594 5.789 -4.846
H -0.842 6.222 -3.149
H 1.612 5.788 -2.745
H 1.484 7.145 -3.742
H 2.704 4.923 -4.489
C -3.479 -7.218 -0.351
C -2.317 -6.244 -0.494
O -2.715 -4.933 -0.392
H -4.125 -6.904 0.469
H -3.154 -8.234 -0.129
H -3.967 -7.350 -1.317
H -1.680 -6.381 -1.367
H -1.634 -6.353 0.349
H -2.028 -4.382 -0.774
C -3.925 -0.433 -3.877
C -5.017 -0.803 -2.831
O -5.447 -2.101 -3.089
H -4.479 -0.421 -4.815
H -3.114 -1.161 -3.879
H -3.373 0.503 -3.797
H -5.845 -0.108 -2.970
H -4.558 -0.664 -1.852
H -5.480 -2.522 -2.226
C 4.751 -1.121 2.376
C 3.220 -0.774 2.451
O 2.877 0.606 2.807
H 5.020 -1.083 3.432
H 5.416 -0.496 1.780
H 5.068 -2.157 2.252
H 2.749 -1.544 3.063
H 2.763 -0.906 1.470
H 2.607 0.633 3.728
C -7.010 -3.765 0.988
C -5.547 -3.589 0.416
O -5.450 -4.238 -0.858
H -7.318 -4.786 1.217
H -7.803 -3.348 0.366
H -6.970 -3.153 1.888
H -4.737 -3.951 1.049
H -5.316 -2.534 0.275
H -4.776 -4.889 -0.654
C -3.325 -4.847 -3.965
C -4.156 -5.788 -4.700
O -4.369 -5.267 -6.027
H -3.619 -4.676 -2.929
H -3.343 -3.806 -4.286
H -2.288 -5.182 -3.972
H -5.153 -6.046 -4.343
H -3.714 -6.750 -4.957
H -4.729 -4.380 -5.945
C -1.024 1.181 -6.793
C 0.148 2.057 -6.345
O 0.558 1.865 -5.065
H -1.601 1.683 -7.570
H -1.698 0.964 -5.965
H -0.680 0.198 -7.114
H -0.241 3.066 -6.482
H 0.945 1.894 -7.070
H 1.055 2.652 -4.830
C -2.331 -4.858 2.663
C -2.582 -3.455 3.240
O -1.538 -3.058 4.113
H -1.475 -4.933 1.993
H -3.202 -5.004 2.024
H -2.370 -5.496 3.546
H -3.576 -3.514 3.683
H -2.527 -2.800 2.370
H -0.710 -3.333 3.713
C -2.596 0.211 1.769
C -2.236 1.686 2.065
O -3.388 2.370 2.450
H -1.646 -0.286 1.575
H -3.347 -0.021 1.013
H -2.943 -0.295 2.670
H -1.848 2.288 1.243
H -1.555 1.671 2.917
H -3.043 3.137 2.913
C 1.542 5.544 5.895
C 2.567 4.392 5.910
O 2.432 3.800 4.675
H 1.675 6.221 5.051
H 1.503 6.197 6.767
H 0.575 5.053 5.786
H 2.273 3.732 6.727
H 3.577 4.728 6.142
H 2.486 2.843 4.725
C 0.053 0.224 5.465
C 1.587 -0.008 5.574
O 2.430 1.094 5.281
H -0.200 0.850 6.320
H -0.554 -0.670 5.610
H -0.269 0.579 4.486
H 1.828 -0.926 5.039
H 1.930 -0.374 6.542
H 3.101 0.966 5.955
C 1.714 -4.413 1.705
C 1.480 -5.469 2.773
O 0.684 -4.791 3.743
H 2.620 -3.826 1.853
H 0.981 -3.609 1.630
H 1.749 -4.885 0.723
H 2.320 -6.071 3.120
H 0.837 -6.258 2.381
H 0.877 -5.253 4.562

***

Entry 2:
ORCA calculation (ωB97M-V with the def2-TZVPD basis set) on C40H50BrFN6Tc as an isolated structure.

The multiplicity is 4. As for the expectation value of S²: 3.86. For the energy, the calculation gives -4636.85257 Ha. As for the HOMO-LUMO gap (alpha / beta): 6.69 / 6.26 eV. As for the total charge: +2. As for the energy relative to the best compared isomer or geometry (same formula, charge and spin): 28.9 kcal/mol.

Geometry (Å):
Tc -0.093 -0.350 0.132
C 0.075 1.789 -1.370
C -0.887 0.866 -1.998
C -1.927 0.638 -1.051
C -1.526 1.348 0.127
C -0.383 2.219 -0.159
C 0.003 3.509 0.552
C 0.760 4.398 -0.444
C 0.872 3.345 1.800
C -1.307 4.207 0.949
C -3.335 -0.013 -1.017
C -3.963 -0.425 -2.350
C -3.283 -1.254 -0.120
C -4.311 1.008 -0.392
C -0.776 0.670 -3.509
C -1.851 1.636 -4.074
C 0.573 1.161 -4.064
C -0.974 -0.746 -4.066
H 0.925 2.194 -1.894
H -2.178 1.488 0.973
H 1.735 3.979 -0.707
H 0.939 5.374 0.010
H 0.189 4.556 -1.362
H 1.771 2.756 1.601
H 0.315 2.900 2.625
H 1.198 4.332 2.129
H -1.975 4.338 0.093
H -1.083 5.197 1.350
H -1.842 3.653 1.725
H -3.385 -1.147 -2.914
H -4.179 0.435 -2.983
H -4.921 -0.898 -2.124
H -2.757 -2.079 -0.611
H -4.292 -1.605 0.116
H -2.792 -1.060 0.843
H -4.220 1.990 -0.863
H -4.168 1.127 0.685
H -5.336 0.660 -0.536
H -1.829 2.608 -3.574
H -2.855 1.226 -3.993
H -1.637 1.805 -5.131
H 0.697 2.244 -3.990
H 0.611 0.908 -5.124
H 1.428 0.678 -3.588
H -1.629 -1.374 -3.475
H -0.016 -1.258 -4.155
H -1.387 -0.674 -5.075
F -3.238 -4.357 4.545
C -2.319 -3.822 3.740
C -1.294 -3.079 4.298
C -0.349 -2.520 3.454
C -0.418 -2.692 2.071
C 0.616 -2.103 1.166
C -1.446 -3.483 1.558
C -2.409 -4.046 2.380
H -1.239 -2.969 5.373
H 0.478 -1.961 3.883
H 0.910 -2.816 0.404
H 1.510 -1.812 1.718
H -1.482 -3.693 0.494
H -3.207 -4.669 1.994
Br 3.264 1.012 4.646
C 1.510 0.759 4.057
C 0.427 0.906 4.908
C -0.844 0.703 4.397
C -0.996 0.374 3.065
N 0.053 0.256 2.238
C 1.287 0.431 2.736
H 0.577 1.167 5.948
H -1.719 0.786 5.028
H -1.976 0.172 2.656
H 2.122 0.319 2.056
C 2.995 -0.446 -1.465
C 1.972 -1.425 -1.925
N 0.718 -1.510 -1.488
C 0.170 -2.667 -2.021
C 1.088 -3.250 -2.819
N 2.217 -2.458 -2.755
C 3.417 -2.613 -3.597
N 3.378 -1.756 -4.736
N 3.938 -0.510 -4.638
N 3.657 0.157 -5.685
C 2.872 -0.633 -6.515
C 2.314 -0.345 -7.765
C 1.560 -1.334 -8.352
C 1.370 -2.586 -7.724
C 1.921 -2.883 -6.498
C 2.678 -1.865 -5.907
H 2.508 0.398 -0.978
H 3.595 -0.066 -2.291
H 3.669 -0.919 -0.745
H -0.844 -2.970 -1.820
H 1.042 -4.137 -3.433
H 3.471 -3.655 -3.901
H 4.299 -2.366 -3.015
H 2.483 0.610 -8.244
H 1.110 -1.164 -9.321
H 0.782 -3.339 -8.235
H 1.785 -3.857 -6.044

***

Among the records above, which one has the highest energy relative to the best compared isomer or geometry (same formula, charge and spin)? C40H50BrFN6Tc